Record 1
84
Properties=species:S:1:pos:R:3:forces:R:3 method="wB97M-V/def2-TZVPD" charge=+3 e_lumo_ha=-0.399 fmax_ev_per_a=1.85 relative_energy_kcal_mol=23.8
Pb 0.16259 -0.13312 0.30584 0.92 0.03 0.39
C -2.71705 -4.49040 -1.92528 -0.01 0.03 0.14
C -3.28481 -3.27308 -1.57163 -0.06 -0.03 -0.07
C -2.80169 -2.57956 -0.47904 0.14 -0.01 0.06
C -1.73574 -3.10580 0.25370 0.09 0.44 0.17
C -1.15131 -4.31772 -0.10658 -0.03 0.14 0.13
C -1.65723 -5.00796 -1.19403 0.01 -0.10 -0.02
P -1.14764 -2.17319 1.68501 0.41 -0.98 0.16
C -2.05318 -2.66494 3.15174 0.15 0.62 -0.45
C -1.71038 -2.10498 4.39219 0.01 -0.04 -0.07
C -2.37899 -2.52094 5.52426 0.00 0.08 0.06
C -3.39056 -3.47344 5.42871 0.02 0.03 -0.19
C -3.69997 -4.05435 4.20388 -0.07 0.03 0.03
C -3.06000 -3.63256 3.05523 0.07 0.01 -0.17
C 0.62095 -2.47308 1.99008 -0.44 0.21 0.03
C 1.03351 -3.48706 2.85973 -0.16 0.10 -0.11
C 2.38951 -3.69278 3.04207 -0.04 -0.25 0.19
C 3.32249 -2.92417 2.36886 -0.06 0.19 -0.24
C 2.91257 -1.91461 1.49317 0.23 0.12 -0.16
C 1.56631 -1.68549 1.35441 -0.92 0.39 -0.20
H -3.11089 -5.04121 -2.76600 -0.02 -0.05 -0.08
H -4.10708 -2.87282 -2.14458 -0.11 0.02 -0.03
H -3.25258 -1.64198 -0.18370 -0.10 0.12 -0.01
H -0.33219 -4.71774 0.47105 0.13 -0.10 0.00
H -1.22372 -5.95841 -1.46413 0.03 -0.10 -0.05
H -0.92407 -1.36520 4.45871 0.03 0.06 0.06
H -2.12899 -2.09940 6.48579 0.02 0.06 0.06
H -3.95561 -3.74751 6.30659 0.05 -0.11 0.11
H -4.45389 -4.82373 4.13993 -0.09 -0.03 0.01
H -3.30517 -4.06938 2.09760 -0.09 -0.01 -0.02
H 0.29234 -4.09667 3.35862 0.06 -0.08 0.09
H 2.71329 -4.46799 3.72267 0.06 -0.02 0.00
H 4.37827 -3.08256 2.53318 0.06 -0.02 0.01
H 3.64480 -1.31281 0.97978 0.13 0.09 0.00
C -2.37474 0.18558 -3.75632 0.33 0.12 -0.01
C -1.30725 1.24718 -3.59622 -0.95 0.46 -0.19
O 0.01033 0.70505 -3.45342 0.84 -0.91 1.06
P 0.51104 -0.38477 -2.40257 0.34 -0.16 -1.81
O 0.05132 -1.83511 -2.80900 -0.17 1.02 1.00
C 0.53782 -2.46434 -4.04688 0.14 -0.48 -0.64
C -0.50907 -3.42735 -4.55898 0.14 0.23 0.20
O 2.05637 -0.41763 -2.70218 -0.70 -0.40 0.54
C 2.94777 0.71959 -2.73143 0.60 0.55 -0.23
C 3.19053 1.17621 -4.15823 -0.21 -0.19 0.25
H -3.34434 0.66080 -3.86948 -0.10 0.07 0.00
H -2.40277 -0.46989 -2.88759 -0.11 -0.13 0.10
H -2.18334 -0.41160 -4.64263 -0.01 -0.13 -0.09
H -1.51814 1.89428 -2.73769 0.09 -0.01 -0.07
H -1.23867 1.86988 -4.49180 -0.03 -0.02 0.22
H 1.46594 -2.97890 -3.79515 -0.08 0.11 0.06
H 0.75242 -1.68612 -4.77984 0.00 0.04 0.07
H -0.79188 -4.13160 -3.78056 0.03 -0.05 -0.03
H -0.08965 -3.98172 -5.39583 0.05 -0.04 -0.05
H -1.39423 -2.90585 -4.91262 -0.10 0.05 0.01
H 3.87471 0.36154 -2.27568 -0.19 0.10 0.03
H 2.52366 1.52735 -2.12535 0.05 -0.04 0.03
H 3.59501 0.35775 -4.74824 0.07 -0.02 -0.05
H 3.90403 1.99747 -4.16680 0.05 0.02 0.03
H 2.26348 1.51431 -4.61224 -0.04 0.06 -0.08
N 0.67099 2.00804 0.86806 -0.33 -0.93 -0.70
S 1.27873 3.32943 0.08695 -0.24 0.31 1.14
C 2.28330 4.02331 1.41507 -0.01 -0.06 -0.51
C 1.68207 4.58782 2.53094 -0.14 0.05 -0.01
C 2.48753 5.06397 3.55035 -0.08 -0.08 -0.01
C 3.86903 4.97626 3.45081 0.06 -0.07 -0.10
C 4.45468 4.41275 2.32602 -0.01 -0.05 0.04
C 3.66139 3.92020 1.30274 -0.03 0.01 -0.17
C -0.06230 4.54734 0.01096 0.12 -0.27 -0.18
C -1.38022 4.15693 0.17147 0.10 -0.27 0.02
C -2.38446 5.10242 0.03868 -0.01 0.04 -0.01
C -2.06993 6.41765 -0.26412 0.02 -0.08 0.02
C -0.74516 6.79442 -0.42627 0.10 -0.06 0.00
C 0.26950 5.85890 -0.29245 0.12 0.02 -0.06
H 0.32149 2.25968 1.78347 -0.09 0.01 0.24
H 0.60771 4.67866 2.59912 -0.12 0.06 0.01
H 2.03357 5.50817 4.42090 -0.06 0.07 0.11
H 4.49121 5.34644 4.25186 0.03 0.06 0.03
H 5.52765 4.35581 2.24006 0.12 0.00 0.01
H 4.10714 3.48222 0.42255 0.10 -0.03 -0.10
H -1.62149 3.12878 0.40166 -0.06 -0.04 0.03
H -3.41276 4.80919 0.17117 -0.14 -0.04 0.02
H -2.85678 7.14762 -0.37499 -0.05 0.07 0.01
H -0.49830 7.81802 -0.65836 0.05 0.10 -0.02
H 1.30118 6.15051 -0.41776 0.13 0.10 -0.01

Record 2
36
Properties=species:S:1:pos:R:3:forces:R:3 method="wB97M-V/def2-TZVPD" e_lumo_ha=0.002 smiles=O.O.O.O.O.O.O.O.O.O.O.O fmax_ev_per_a=2.86 relative_energy_kcal_mol=75.6
O -1.25640 -1.24711 3.82011 0.02 -0.90 0.22
H -1.81193 -2.02713 3.94843 -0.66 0.43 -0.05
H -0.41902 -1.72010 3.86297 0.62 0.57 -0.22
O 0.31635 4.00390 -2.21454 -1.13 -0.57 -0.95
H -0.61015 4.05708 -2.52523 0.28 0.77 0.76
H 0.48690 3.20644 -2.73161 0.89 -0.28 0.20
O -0.52535 0.81698 -4.04813 -0.04 -0.25 0.33
H 0.13145 0.53418 -4.68791 0.11 0.00 -0.18
H -0.63370 0.03964 -3.48014 0.01 0.36 -0.10
O -1.73358 4.14424 0.58526 -0.49 -1.88 -0.25
H -2.44415 3.48229 0.45268 -0.65 1.23 0.03
H -1.11640 3.39750 0.66107 1.19 0.67 0.25
O 1.62410 -2.24561 -0.64179 -0.14 -0.10 -0.79
H 2.18705 -2.78941 -0.08820 0.04 0.15 0.31
H 1.72771 -1.34377 -0.32831 -0.02 -0.11 -0.03
O -0.03978 -3.24247 -2.85114 0.25 -0.58 -0.15
H -0.61076 -2.52179 -2.60502 0.17 0.36 0.10
H 0.26251 -3.56264 -1.99138 0.27 0.31 -0.15
O 2.00574 -2.09581 1.93407 0.57 0.38 1.38
H 2.39702 -1.85344 2.78575 0.00 -1.11 0.59
H 2.14310 -1.20259 1.63500 -0.39 0.96 -1.26
O -1.64081 -4.19944 -0.36561 0.79 -0.99 0.40
H -0.93477 -4.86851 -0.45573 -0.38 0.49 -0.37
H -1.93202 -4.40789 0.52927 -0.36 0.42 0.02
O -1.22610 2.04238 2.56679 -0.22 -0.14 0.43
H -1.54769 1.38122 3.19000 0.13 -0.53 -0.26
H -1.38586 2.84107 3.07327 0.10 0.53 -0.21
O 3.01026 1.03909 1.75583 2.54 -0.35 -1.26
H 3.89602 1.19412 1.29527 -1.60 -0.81 0.92
H 2.73262 1.94284 1.79840 -1.11 0.98 0.30
O -2.80107 -2.39822 -2.29088 1.40 0.18 0.03
H -2.08937 -2.85014 -1.79435 -1.22 -0.42 0.50
H -2.21876 -2.01339 -2.96036 -1.01 0.27 -0.52
O 1.32538 3.81452 0.99098 0.41 0.63 -0.42
H 1.95839 4.05645 0.30336 0.31 -0.60 -0.12
H 0.77309 4.59553 0.87184 -0.69 -0.08 0.49

Record 3
30
Properties=species:S:1:pos:R:3:forces:R:3 method="wB97M-V/def2-TZVPD" charge=-1 e_lumo_ha=0.108 fmax_ev_per_a=0.96
Cu 2.06547 -0.00548 -1.36729 -0.15 0.00 -0.20
S 5.63217 -0.00398 -0.94479 0.59 0.00 -0.59
C 4.53347 -0.00378 0.27871 -0.04 0.00 0.83
N 3.21307 -0.00348 0.18241 0.06 0.00 -0.45
C 2.56137 -0.00268 1.38531 0.07 0.00 0.95
C 1.17987 -0.00208 1.56901 0.12 0.00 -0.17
C 0.66397 -0.00248 2.84881 -0.06 0.00 0.09
C 1.50327 -0.00318 3.95721 -0.03 0.00 0.19
C 2.88027 -0.00348 3.79701 -0.09 0.00 0.00
C 3.40067 -0.00308 2.51611 0.08 0.00 -0.05
S 5.06907 -0.00378 2.01251 -0.49 0.00 -0.66
H 0.54017 -0.00198 0.69981 -0.15 0.00 -0.12
H -0.40923 -0.00288 2.98801 -0.03 0.00 0.01
H 1.07997 -0.00368 4.95261 -0.01 0.00 0.05
H 3.53527 -0.00448 4.65531 0.07 0.00 0.10
C -3.03153 -0.40738 -3.31189 0.11 0.02 0.07
C -2.30263 0.00272 -2.02779 -0.09 0.00 0.17
C -2.63093 -0.99528 -0.90739 -0.08 0.05 -0.05
C -2.73983 1.41472 -1.61489 -0.03 -0.08 -0.01
C -0.84643 -0.00108 -2.17919 -0.50 0.00 -0.31
C 0.36457 -0.00178 -2.17549 0.93 0.00 0.12
H -4.11143 -0.39068 -3.15309 -0.08 0.00 0.01
H -2.74053 -1.41268 -3.61089 0.04 -0.07 -0.04
H -2.78803 0.27472 -4.12439 0.02 0.04 -0.07
H -3.70593 -1.06438 -0.73769 -0.15 0.01 0.01
H -2.14753 -0.68428 0.01681 0.02 0.00 0.08
H -2.24843 -1.98038 -1.16829 -0.01 -0.07 0.00
H -3.82143 1.46842 -1.48369 -0.13 -0.01 0.01
H -2.43963 2.13492 -2.37389 -0.01 0.06 -0.05
H -2.25923 1.69282 -0.67889 0.04 0.04 0.06

Record 4
126
Properties=species:S:1:pos:R:3:forces:R:3 method="wB97M-V/def2-TZVPD" charge=-1 e_lumo_ha=0.094 fmax_ev_per_a=0.94 relative_energy_kcal_mol=0.8
Mg 0.02241 -0.14197 0.48990 0.76 0.09 -0.54
C 4.01547 1.62577 1.27145 0.02 -0.01 0.00
C 2.80009 2.50778 1.12258 -0.05 -0.01 -0.03
C 1.78428 2.50957 2.08024 -0.01 -0.07 0.06
C 1.94418 1.79197 3.40154 0.00 0.03 0.07
C 0.59517 3.20438 1.82097 -0.03 0.04 -0.04
C -0.57518 3.07662 2.77042 -0.02 0.05 0.06
C 0.48041 3.99407 0.67670 0.01 -0.03 -0.04
C -0.79028 4.74819 0.38016 -0.01 0.01 0.01
C 1.53290 4.05730 -0.24753 -0.01 -0.04 0.04
C 1.33540 4.91162 -1.47512 -0.01 0.00 -0.03
C 2.68024 3.29050 -0.03539 -0.01 0.03 0.02
C 3.80295 3.22807 -1.04229 0.03 -0.03 -0.01
H 3.92385 0.93374 2.10179 -0.02 -0.01 0.00
H 4.93355 2.20464 1.41224 0.00 0.00 0.01
H 4.15313 1.02159 0.37221 0.01 0.01 -0.01
H 1.51599 0.78671 3.36927 0.01 0.02 0.01
H 1.46085 2.35082 4.20401 0.01 0.01 -0.01
H 2.99090 1.69180 3.68107 0.02 0.01 -0.01
H -0.64774 3.92916 3.45475 0.01 0.00 0.00
H -0.50481 2.17893 3.38353 0.01 -0.01 -0.01
H -1.51386 3.01704 2.22341 0.00 0.00 0.00
H -1.35648 4.21999 -0.39339 0.00 0.00 0.00
H -0.57731 5.74968 0.00418 0.00 0.00 0.00
H -1.42362 4.85905 1.25709 0.00 0.00 0.00
H 1.24092 5.96832 -1.20799 0.01 0.00 0.00
H 0.41965 4.61370 -1.98672 -0.01 0.01 -0.01
H 2.14741 4.83075 -2.19085 0.00 -0.01 0.00
H 3.76306 2.28829 -1.60294 -0.01 0.01 -0.01
H 4.77670 3.26399 -0.55174 0.00 0.00 0.00
H 3.77712 4.03978 -1.76226 0.00 0.00 0.01
C -2.83933 -2.38199 5.28596 0.02 0.01 -0.03
C -1.83477 -1.39341 4.71921 -0.05 0.01 0.10
C -1.40641 -0.33423 5.72058 0.02 -0.03 -0.02
O -0.68097 -2.06722 4.26947 0.03 0.17 0.00
C -0.66053 -2.10595 2.84329 0.08 -0.06 -0.08
C -1.55137 -0.91543 2.46807 -0.31 -0.05 0.20
O -2.42038 -0.77149 3.58051 0.13 -0.07 0.04
C -2.33427 -1.11879 1.13733 -0.15 0.04 0.18
O -1.37904 -1.44289 0.18374 0.25 0.34 0.05
C -3.35413 -2.24658 1.32299 -0.04 -0.04 -0.17
C -3.08189 -3.49620 0.77875 0.06 0.03 0.01
C -3.97017 -4.55035 0.94325 -0.03 -0.02 0.00
C -5.14915 -4.36511 1.64978 0.00 -0.02 -0.01
C -5.43764 -3.11430 2.18006 -0.01 0.02 0.01
C -4.54927 -2.06233 2.01396 0.02 -0.01 0.01
C -3.05395 0.17648 0.71894 -0.06 0.01 -0.04
C -3.42211 1.19065 1.59850 0.03 -0.01 0.01
C -4.01827 2.35551 1.12602 0.00 0.01 0.00
C -4.25320 2.52458 -0.22776 -0.01 0.01 -0.01
C -3.90062 1.51347 -1.11205 0.00 -0.01 0.00
C -3.31395 0.35205 -0.64138 -0.02 -0.04 0.01
C 0.82859 -2.10528 2.30538 0.04 -0.11 -0.01
O 1.20344 -0.88309 1.79448 -0.33 0.20 -0.03
C 1.01424 -3.21204 1.22934 -0.02 0.05 -0.05
C 0.43065 -4.47621 1.28996 -0.04 0.02 0.04
C 0.69564 -5.43609 0.32302 0.03 -0.01 -0.02
C 1.56134 -5.15844 -0.72534 -0.01 -0.02 0.02
C 2.15758 -3.90894 -0.79098 0.01 0.02 -0.02
C 1.88617 -2.95106 0.17613 0.02 0.04 0.00
C 1.79528 -2.50362 3.44281 0.06 -0.04 0.05
C 1.61466 -3.64479 4.22234 0.01 0.00 0.00
C 2.53408 -3.99544 5.19638 -0.02 -0.02 -0.01
C 3.66200 -3.21242 5.41053 0.01 0.01 0.02
C 3.85489 -2.08101 4.63559 0.02 0.00 0.02
C 2.92915 -1.73402 3.65904 -0.05 -0.02 -0.04
H -2.41285 -2.88877 6.15214 0.01 0.00 0.00
H -3.09162 -3.11716 4.52083 -0.01 0.00 0.01
H -3.75074 -1.86432 5.58802 -0.01 0.00 -0.02
H -0.89343 -0.80123 6.56176 0.00 -0.01 0.00
H -2.27398 0.21478 6.08797 -0.01 0.00 -0.01
H -0.71748 0.35783 5.23442 0.00 0.00 0.00
H -1.16798 -3.00676 2.49756 -0.05 -0.06 0.05
H -0.94818 0.01416 2.41147 -0.02 -0.07 0.00
H -2.16629 -3.62034 0.21614 0.00 0.01 0.02
H -3.74197 -5.51631 0.50801 0.00 0.00 0.00
H -5.84518 -5.18549 1.77691 0.00 0.00 0.00
H -6.36248 -2.95514 2.72168 0.00 0.00 0.00
H -4.78603 -1.08947 2.42390 0.00 0.01 0.00
H -3.23819 1.08059 2.65887 0.00 0.00 0.00
H -4.28209 3.13998 1.82601 0.00 0.00 0.00
H -4.69493 3.44198 -0.59644 0.00 0.00 0.00
H -4.06195 1.63937 -2.17508 0.01 0.00 0.00
H -3.03302 -0.43395 -1.33080 0.01 0.02 0.00
H -0.24454 -4.73607 2.09552 -0.03 0.01 0.00
H 0.21817 -6.40683 0.39207 0.00 0.00 0.00
H 1.75788 -5.90145 -1.48817 0.00 -0.01 0.01
H 2.83126 -3.67011 -1.60504 0.00 0.00 0.00
H 2.36045 -1.97872 0.12947 -0.01 -0.01 0.01
H 0.73766 -4.26279 4.08238 0.00 0.00 0.00
H 2.36944 -4.88403 5.79424 -0.01 0.00 0.00
H 4.38059 -3.48554 6.17377 0.00 0.00 0.00
H 4.73217 -1.46251 4.78549 0.00 0.00 0.00
H 3.07004 -0.86103 3.03944 0.00 0.01 -0.01
C -3.71393 -4.04015 -5.63517 -0.01 0.01 -0.02
C -2.80390 -3.84253 -4.45228 -0.01 -0.01 0.03
C -2.51122 -4.91451 -3.61735 -0.03 -0.04 -0.03
C -1.69765 -4.74902 -2.50761 0.02 0.01 0.01
C -1.13936 -3.51235 -2.24418 0.04 0.04 -0.06
C -1.40882 -2.43120 -3.07857 -0.09 -0.03 -0.03
N -0.84387 -1.17318 -2.76996 -0.09 -0.08 -0.16
C 0.07366 -0.53597 -3.59348 0.16 0.14 -0.06
C 0.57983 -1.15795 -4.74134 -0.09 0.02 0.12
C 1.45891 -0.49401 -5.58156 0.02 0.00 -0.05
C 1.85586 0.80577 -5.31095 0.02 0.00 -0.04
C 1.35944 1.43049 -4.17541 -0.03 -0.03 0.04
C 0.49211 0.77912 -3.31425 0.00 0.02 0.02
C 0.01988 1.51174 -2.07811 -0.13 -0.14 -0.02
O -0.68229 2.50459 -2.18546 0.04 0.06 -0.02
O 0.43975 1.00019 -0.97115 -0.19 -0.34 0.27
C -2.27372 -2.57782 -4.17338 0.05 0.01 0.09
C -2.65369 -1.39248 -5.01505 0.01 0.03 -0.02
H -3.96287 -5.09375 -5.75957 0.00 0.00 0.00
H -3.25155 -3.68720 -6.55973 0.00 0.00 0.00
H -4.64945 -3.48735 -5.51679 0.00 0.00 0.00
H -2.93690 -5.88743 -3.83753 0.00 0.00 0.00
H -1.48368 -5.58561 -1.85311 0.00 0.01 0.00
H -0.49173 -3.35736 -1.39208 0.01 -0.01 0.03
H -0.87740 -0.93717 -1.78787 0.02 -0.01 0.05
H 0.28407 -2.17534 -4.96303 0.00 -0.01 0.00
H 1.83662 -1.00741 -6.45802 0.00 0.00 0.00
H 2.53876 1.32618 -5.96996 0.00 0.00 -0.01
H 1.63992 2.45157 -3.94189 0.00 0.00 0.00
H -2.10685 -1.37257 -5.96227 0.01 0.00 0.00
H -2.43190 -0.46381 -4.49243 0.00 0.01 0.00
H -3.71866 -1.41010 -5.25231 0.00 -0.01 0.00